{"formula": "C38H43CsN7O3P", "method": "wB97M-V/def2-TZVPD", "species": ["Cs", "P", "O", "O", "O", "N", "N", "N", "N", "N", "N", "N", "C", "C", "C", "C", "C", "C", "C", "C", "C", "C", "C", "C", "C", "C", "C", "C", "C", "C", "C", "C", "C", "C", "C", "C", "C", "C", "C", "C", "C", "C", "C", "C", "C", "C", "C", "C", "C", "C", "H", "H", "H", "H", "H", "H", "H", "H", "H", "H", "H", "H", "H", "H", "H", "H", "H", "H", "H", "H", "H", "H", "H", "H", "H", "H", "H", "H", "H", "H", "H", "H", "H", "H", "H", "H", "H", "H", "H", "H", "H", "H", "H"], "positions_angstrom": [[-0.016700, -0.226400, -0.357500], [-1.906400, 2.441400, -1.436400], [-1.337900, 3.683000, -0.519600], [-3.117100, 3.250800, -2.219300], [-2.745800, 1.731500, -0.263000], [-0.390300, -0.961500, -4.058200], [-2.593900, -1.593500, 0.929900], [1.332100, -2.061900, 1.247200], [1.008600, -2.414700, -1.876400], [1.891300, -3.193600, 0.840600], [-7.167900, -3.940000, 2.376600], [-0.977400, -0.366700, -3.025800], [1.030900, -3.688800, -1.430100], [3.040700, -3.440400, 1.494800], [1.005900, -7.872800, -0.199200], [-3.536800, 2.418800, 0.714400], [-4.812700, -2.300600, 0.394900], [3.462800, -2.473300, -4.592500], [-4.965300, -2.840600, 1.676200], [1.545000, -2.181200, -3.095200], [1.646700, -1.110300, -5.282900], [-2.739400, -2.119300, 2.138800], [-6.178000, -3.452800, 2.061500], [-3.608500, -1.696500, 0.081300], [2.017900, 1.752600, 3.899700], [-0.034700, 2.799500, 3.246100], [0.660500, 1.953600, 4.090800], [2.135300, -1.573800, 2.181800], [-2.456000, -0.584700, -4.699800], [-2.836200, 4.663700, -4.169600], [0.986800, -6.435000, -0.626500], [-2.228400, -0.138800, -3.398600], [2.808100, -2.736400, -3.417700], [-3.891600, -2.753600, 2.568600], [2.899100, -1.633700, -5.550100], [-0.450600, 4.625500, -1.092900], [1.312900, -5.423500, 0.261200], [1.975100, 3.223800, 2.006100], [0.698200, -4.744900, -2.313300], [-0.978500, 6.033600, -0.855300], [0.955600, -1.381100, -4.105000], [-4.946300, 2.707500, 0.220000], [-3.278700, 3.309800, -3.625500], [-1.245500, -1.114900, -5.088200], [0.621100, 3.442300, 2.210100], [0.676700, -6.060000, -1.932000], [3.616100, -1.316500, -6.830200], [2.673000, 2.381600, 2.855000], [1.351200, -4.086000, -0.111000], [3.236900, -2.405400, 2.383400], [-5.341400, 1.822600, -0.273100], [-1.884000, -2.026400, 2.795900], [-0.342500, 4.437100, -2.166200], [-0.951400, -1.601700, -5.996200], [0.538000, 4.490600, -0.634900], [-3.042200, 4.726800, -5.235300], [-0.347500, 6.757900, -1.362400], [-1.089300, 2.978000, 3.397300], [1.579600, -5.676800, 1.280100], [0.951300, -8.527500, -1.065700], [0.154900, 1.460600, 4.909300], [0.161000, -8.096000, 0.452900], [0.074400, 4.120000, 1.576300], [4.047400, -0.315900, -6.787700], [-4.348200, 3.166300, -3.822600], [-5.589900, 2.966800, 1.057800], [-1.995000, 6.103000, -1.235200], [3.635700, -4.305100, 1.276800], [3.253500, -3.393200, -2.682900], [0.419800, -6.818600, -2.658400], [-2.726600, 2.502400, -4.120000], [1.919900, -8.099000, 0.349900], [-3.372300, 5.461700, -3.661100], [4.047400, -2.283500, 3.073000], [4.422600, -2.024700, -7.003100], [-5.618000, -2.357200, -0.322600], [-2.923500, 0.335200, -2.732800], [1.894700, -0.656800, 2.690300], [-3.970400, -3.168800, 3.562400], [1.165800, -0.481800, -6.022600], [3.734000, 2.225300, 2.709900], [-3.445300, -1.270700, -0.898700], [-4.929800, 3.526500, -0.492600], [-3.361600, -0.529000, -5.269400], [0.469100, -4.470100, -3.333900], [-0.990600, 6.260900, 0.208600], [-3.572000, 1.742200, 1.572800], [-3.037800, 3.343600, 1.019600], [-1.769500, 4.806700, -4.008800], [2.572400, 1.108700, 4.568200], [4.427700, -2.926000, -4.777200], [2.495500, 3.725600, 1.200100], [2.935000, -1.350700, -7.678700]], "forces_ev_per_a": [[-0.052, 0.716, 0.386], [-0.356, 1.121, -0.248], [-0.143, -0.332, 0.238], [0.254, -0.074, 0.564], [0.102, -0.179, -0.130], [-0.515, -0.129, -0.351], [0.062, 0.013, -0.025], [-0.378, -0.071, 0.349], [-0.379, 0.570, 0.492], [0.623, -0.177, 0.148], [-0.117, -0.066, 0.039], [-0.036, 0.128, 0.100], [-0.022, -0.502, -0.018], [0.326, 0.288, 0.354], [-0.088, 0.083, 0.081], [-0.353, 0.097, 0.454], [-0.127, -0.189, 0.362], [-0.076, -0.011, -0.018], [1.238, 0.626, -0.389], [0.226, 0.009, -0.382], [0.113, 0.030, -0.051], [0.113, -0.037, 0.202], [-0.730, -0.372, 0.228], [-0.075, 0.037, -0.116], [0.077, -0.073, 0.085], [-0.183, 0.073, -0.025], [0.038, -0.111, 0.151], [0.042, 0.016, 0.121], [0.085, -0.107, -0.202], [-0.091, -0.328, 0.250], [0.128, 0.084, 0.077], [0.064, -0.160, -0.156], [-0.062, 0.137, -0.031], [-0.382, -0.039, -0.234], [-0.132, 0.001, -0.132], [0.171, 0.327, -0.154], [-0.086, -0.196, -0.058], [0.008, 0.123, -0.085], [-0.022, 0.098, 0.106], [0.097, -0.438, -0.034], [1.012, -0.342, 0.251], [0.379, -0.054, -0.089], [-0.006, 0.139, -0.515], [-0.457, 0.059, -0.100], [0.079, 0.024, -0.034], [0.051, -0.111, 0.096], [-0.046, 0.125, 0.107], [0.198, -0.023, -0.033], [-0.471, -0.300, -0.718], [0.080, -0.273, -0.067], [-0.143, -0.071, -0.020], [0.027, -0.043, 0.075], [0.053, 0.030, -0.024], [0.102, -0.083, -0.105], [-0.111, 0.037, -0.093], [0.002, 0.006, -0.110], [0.053, 0.138, -0.049], [-0.102, -0.018, 0.038], [-0.005, -0.019, 0.086], [0.002, -0.106, -0.012], [-0.053, -0.023, 0.032], [-0.040, -0.128, 0.040], [-0.090, 0.042, -0.132], [0.090, 0.061, -0.104], [0.178, -0.065, 0.007], [-0.041, 0.023, 0.072], [-0.060, 0.078, -0.061], [0.043, -0.118, -0.084], [0.050, -0.004, 0.046], [-0.022, -0.112, -0.081], [-0.028, 0.018, 0.083], [0.020, -0.100, 0.019], [-0.044, 0.088, 0.023], [0.155, 0.036, 0.091], [0.066, -0.035, -0.072], [0.009, 0.009, -0.041], [-0.126, 0.065, 0.181], [-0.094, 0.148, -0.047], [0.035, 0.007, 0.028], [-0.009, 0.075, -0.055], [0.009, -0.024, -0.016], [-0.049, 0.043, -0.135], [-0.109, 0.031, -0.065], [-0.148, -0.047, -0.112], [-0.054, -0.023, -0.055], [-0.013, 0.027, 0.078], [0.055, 0.053, -0.063], [0.009, -0.197, -0.052], [0.098, 0.037, -0.037], [0.004, -0.055, 0.048], [0.108, -0.026, -0.034], [-0.012, 0.014, -0.022], [0.004, 0.003, -0.113]], "e_above_lowest_ev": 1.0759, "orbital_gap_ev": 5.62}



{"formula": "C38H43F6N2O22PbS2", "method": "wB97M-V/def2-TZVPD", "species": ["Pb", "S", "S", "F", "F", "F", "F", "F", "F", "O", "O", "O", "O", "O", "O", "O", "O", "O", "O", "O", "O", "O", "O", "O", "O", "O", "O", "O", "O", "O", "O", "N", "N", "C", "C", "C", "C", "C", "C", "C", "C", "C", "C", "C", "C", "C", "C", "C", "C", "C", "C", "C", "C", "C", "C", "C", "C", "C", "C", "C", "C", "C", "C", "C", "C", "C", "C", "C", "C", "C", "C", "H", "H", "H", "H", "H", "H", "H", "H", "H", "H", "H", "H", "H", "H", "H", "H", "H", "H", "H", "H", "H", "H", "H", "H", "H", "H", "H", "H", "H", "H", "H", "H", "H", "H", "H", "H", "H", "H", "H", "H", "H", "H", "H"], "positions_angstrom": [[-3.638801, -1.163229, -0.826340], [0.084361, -1.107874, -0.721173], [-1.119964, 0.235189, 1.264936], [-0.994402, -3.236866, -1.972411], [-1.276720, -1.982636, 2.817616], [1.130652, -3.462900, -1.394565], [0.763323, -1.090413, 2.548488], [-0.490457, -3.672570, 0.071899], [-0.626250, -0.307272, 3.953388], [-3.062476, -1.680947, -3.565687], [-0.130693, -0.112388, -6.693754], [-2.862744, 1.118755, -2.156116], [0.068641, -0.466544, -1.986270], [1.296596, -0.959830, 0.121045], [-0.676494, 2.672094, -5.831551], [3.467438, -5.384558, -4.058394], [0.110267, 7.386100, -1.737147], [2.483849, 0.366738, 5.265529], [-2.458680, 0.752321, 1.666712], [-0.142651, 1.274514, 0.900836], [3.999000, -4.117917, 1.805252], [-3.553380, -3.700280, -0.664121], [-1.330285, 2.884013, 3.228975], [2.221284, -0.791492, -6.762793], [3.291903, 5.258502, 5.019482], [1.938675, 2.362253, -0.282472], [5.542660, -2.825086, 1.303685], [6.103011, -5.001451, 1.645431], [4.063956, 1.732057, 5.835278], [2.698497, 0.920166, 7.472590], [-5.338862, 0.451686, 0.495908], [-1.328323, -0.964884, -0.029928], [-4.929573, -2.141849, 1.277665], [-1.746738, 1.831051, -3.882967], [-3.934055, -4.372034, 0.499308], [-0.067946, -3.008519, -1.028830], [1.867763, -3.648144, -4.522393], [5.294485, -4.068801, 1.489590], [-5.848270, 0.055659, 1.816898], [3.258160, -2.965736, 1.429143], [-3.602893, -4.617050, -1.729443], [4.391643, -1.968618, 1.396871], [0.070642, 3.623074, 4.899465], [-2.318558, 0.770745, -3.277127], [4.000972, -3.746173, -5.620223], [-0.086631, 3.351363, 3.557135], [1.236345, 4.229250, 5.376193], [-0.937149, 0.160181, -5.739578], [-6.225093, 1.511382, 0.010164], [3.117788, -4.246352, -4.743205], [3.077855, 0.998441, 6.308426], [-1.050131, 1.691911, -5.154693], [-4.079241, -3.244739, 1.601138], [-0.142979, 5.011649, -1.706122], [4.469231, 1.343787, 4.525711], [-2.394352, -0.639123, -3.998129], [-0.508448, -0.869787, 2.769210], [3.640368, -2.642744, -6.409838], [2.222993, 4.626190, 4.463962], [2.377100, 4.778906, -0.540390], [-1.856205, -0.933683, -5.210652], [1.581300, 3.634489, -0.730311], [1.545043, -2.470091, -5.205277], [1.785668, 6.016644, -0.685984], [0.567799, 6.113081, -1.361068], [3.114478, 0.833426, 4.068612], [2.490194, -1.913993, -6.040000], [0.305671, 3.750198, -1.268377], [0.855057, 3.797225, 2.676618], [2.012034, 4.427980, 3.110737], [-5.098356, -1.200367, 2.452931], [-6.104944, 2.250552, 0.802180], [1.288410, -0.565557, -6.745742], [3.447258, 5.054270, 5.944552], [4.283889, -2.228044, -7.171602], [0.619964, 3.783098, 1.622612], [-5.641713, -1.690706, 3.260666], [4.799634, 2.261136, 4.038473], [1.351402, 4.278525, 6.448916], [3.422498, 4.710524, -0.277989], [-0.322992, 2.872284, -1.289833], [4.506837, -1.458384, 2.353163], [4.982878, -4.178123, -5.745467], [3.333547, 0.087296, 3.304802], [4.236821, -1.311940, 0.540787], [-6.921893, -0.130412, 1.845322], [-4.530531, -5.171735, -1.870568], [1.194860, 1.791046, -0.077361], [-4.591574, -3.897749, 2.307681], [-5.813979, 1.899602, -0.921701], [-5.861040, -2.480735, 1.083708], [2.896628, -3.126116, 0.413431], [-2.845021, -5.386134, -1.580298], [-4.943976, -4.770218, 0.401323], [-4.097053, -0.913634, 2.774299], [-3.370649, -4.085684, -2.652383], [-5.789443, 0.915097, 2.484734], [0.621732, -1.991064, -4.914706], [-1.115795, 5.118742, -2.162813], [-7.261048, 1.176353, -0.041235], [2.421104, 1.499044, 3.554527], [-3.095582, -2.957121, 1.972346], [-1.863640, -1.904541, -5.683701], [-3.183253, -5.133168, 0.711588], [2.713430, 4.700372, 2.335984], [2.358050, 6.904975, -0.463191], [0.538428, 8.060231, -1.204396], [4.346588, -5.705643, -4.271973], [-1.274741, 2.700882, 2.288240], [2.474752, -2.786760, 2.165581], [5.265274, 0.600585, 4.480215], [-0.671343, 3.365600, 5.640797], [1.130728, -4.176668, -3.936003], [-1.623402, 2.775839, -3.374465]], "forces_ev_per_a": [[0.395, 1.748, -2.658], [3.101, -1.870, -0.861], [-2.505, 0.859, -1.010], [0.788, 0.127, 0.156], [0.877, 0.420, -0.565], [-0.664, -0.087, 0.080], [0.011, -0.798, 0.342], [0.519, 0.307, -0.184], [-0.262, 0.663, -0.243], [-0.615, 1.500, 3.259], [-2.665, 1.410, 2.345], [-1.205, -3.275, 1.428], [0.223, -0.025, -0.415], [-2.416, -0.451, -1.280], [-0.213, -2.278, 1.005], [-0.761, -0.709, 1.025], [-0.347, -0.790, 0.062], [0.291, -0.502, -0.064], [2.492, -1.865, -0.893], [-1.621, -2.014, 1.243], [-1.685, -2.927, 0.475], [-0.639, -0.754, -0.704], [0.566, -0.245, -0.591], [2.309, -0.773, 0.230], [1.498, 0.680, -1.207], [1.892, 1.420, -0.312], [2.343, 3.248, -1.975], [-2.368, 2.757, -1.112], [2.162, 0.911, 1.608], [1.055, 0.308, -2.720], [-1.727, -0.741, 1.172], [0.262, 2.745, 4.468], [-0.134, 0.786, 0.993], [2.295, -0.442, -2.624], [-0.306, 2.859, 0.979], [-0.127, 0.839, -0.004], [0.514, -0.321, -0.822], [0.880, -3.243, 2.573], [0.860, -0.372, 0.696], [0.855, -0.439, -0.348], [1.000, -0.347, -1.588], [-0.385, 0.013, 0.411], [1.308, 0.118, 1.328], [-0.486, 0.632, 0.180], [0.729, 1.758, -2.215], [-1.306, 0.852, 1.312], [-0.989, -1.038, -1.204], [0.253, -1.821, -1.898], [1.434, -0.182, 1.024], [-0.866, -0.727, 1.202], [-1.858, -0.757, 1.813], [-0.385, 0.744, -0.916], [0.295, -3.398, 0.269], [-0.815, -1.360, 0.556], [-1.537, 1.216, -0.095], [-1.580, -1.984, 0.232], [-0.540, 0.577, -0.248], [-0.216, 0.534, 1.640], [-0.874, -0.320, 1.787], [-0.288, -0.818, 0.425], [3.306, 4.799, -1.197], [-1.009, -1.377, 0.429], [0.330, -1.051, 1.866], [0.268, -0.320, -1.141], [0.691, 2.108, 0.321], [0.176, -0.558, -1.763], [-0.121, 0.242, -2.613], [0.336, 1.151, -0.131], [-0.074, 0.224, -0.676], [0.534, -0.073, -0.025], [0.144, 0.921, -2.820], [-0.495, 0.603, -0.332], [-1.002, 0.390, 0.188], [-0.466, -0.299, -0.054], [0.076, -0.014, 0.009], [0.269, -0.223, -0.200], [-0.176, 0.301, 0.089], [-0.071, -0.172, -0.164], [0.248, 0.418, 0.070], [-0.022, -0.180, 0.434], [-0.108, -0.045, -0.436], [-0.044, 0.343, -0.221], [0.065, -0.309, -0.100], [-0.607, -0.800, 0.466], [0.743, 0.157, 0.173], [-0.242, -0.385, -0.832], [-0.515, 0.435, 0.434], [-0.291, 0.249, -0.317], [0.299, 0.268, 1.241], [-0.143, -0.252, 0.024], [-0.184, -0.178, -0.399], [-0.472, 0.064, 0.216], [0.282, -0.034, 0.036], [-0.005, -0.536, -0.314], [-0.107, 0.038, 0.086], [-0.015, 0.090, 0.044], [0.560, 0.146, 0.120], [-0.111, 0.241, -0.455], [-0.005, 0.005, -0.163], [0.060, -0.085, -0.236], [0.301, 0.689, 0.344], [-0.253, 0.263, -0.070], [-0.064, 0.078, 0.157], [-0.170, -0.082, 0.528], [0.236, 0.324, 0.202], [0.049, 0.156, -0.046], [0.153, -0.112, 0.051], [-0.022, 0.358, -0.277], [-0.545, -0.147, -0.362], [0.122, -0.024, -0.288], [-0.105, -0.119, 0.514], [-0.279, -0.222, -0.232], [0.039, 0.139, 0.281], [-0.389, 0.040, -0.024]], "charge": -1, "e_above_lowest_ev": 2.9063, "orbital_gap_ev": 5.67}



Highest occupied orbital energy? In order: -5.9; -4.6 eV.
Calculated total energy? In order: -66513.995; -131346.759 eV.